Model i:
The following is a quantum chemistry calculation of a 2-piece molecular cluster, C3H7N2P overall, from OMol25.

Summary:
HOMO level (spin up / spin down) = -8.58 / -8.58 eV
Frontier orbital gap (spin up / spin down) = 0.302 / 0.302 Eh

Each atom is followed by the atoms it is bonded to, with distances in Å.
CARTESIAN COORDINATES (ANGSTROEM)
1 C 1.813 0.446 -0.077  C2 1.391, N4 1.152
2 C 1.421 -0.873 -0.277  C1 1.391, H7 1.078, H8 1.079
3 C -0.766 -1.071 0.397  P6 1.794, H9 1.085, H10 1.078
4 N 2.145 1.538 0.084  C1 1.152
5 N -1.207 1.692 0.106  P6 1.687, H11 1.017, H12 1.013
6 P -1.877 0.183 -0.242  C3 1.794, N5 1.687, H13 1.401
7 H 1.842 -1.600 0.398  C2 1.078
8 H 1.293 -1.185 -1.302  C2 1.079
9 H -0.583 -1.018 1.465  C3 1.085
10 H -0.940 -2.074 0.039  C3 1.078
11 H -0.199 1.755 -0.015  N5 1.017
12 H -1.477 2.075 1.004  N5 1.013
13 H -1.464 0.132 -1.580  P6 1.401

Model ii:
The following is a quantum chemistry calculation of a 2-piece molecular cluster, C3H7N2P overall, from OMol25.

Summary:
HOMO level (spin up / spin down) = -7.87 / -7.48 eV
Frontier orbital gap (spin up / spin down) = 0.288 / 0.241 Eh

Each atom is followed by the atoms it is bonded to, with distances in Å.
CARTESIAN COORDINATES (ANGSTROEM)
1 C -2.314 -0.784 -0.057  N4 1.215, H7 1.130
2 C 0.983 0.658 0.162  C3 1.483, N5 1.255, P6 1.712
3 C 1.991 -0.232 -0.463  C2 1.483, H8 1.080, H9 1.083, H10 1.138
4 N -3.215 -0.611 0.739  C1 1.215, H11 0.992
5 N 1.104 0.781 1.405  C2 1.255, H12 1.031
6 P -0.336 1.265 -0.745  C2 1.712, H13 1.342
7 H -1.504 -1.496 -0.396  C1 1.130
8 H 2.211 0.028 -1.488  C3 1.080
9 H 2.814 -0.400 0.222  C3 1.083
10 H 1.433 -1.191 -0.718  C3 1.138
11 H -3.473 0.179 1.281  N4 0.992
12 H 0.316 1.205 1.918  N5 1.031
13 H -0.009 0.597 -1.862  P6 1.342

Model iii:
The following is a quantum chemistry calculation of a 2-piece molecular cluster, C3H7N2P overall, from OMol25.

Summary:
HOMO level = -9.20 eV
Frontier orbital gap = 0.375 Eh

Each atom is followed by the atoms it is bonded to, with distances in Å.
CARTESIAN COORDINATES (ANGSTROEM)
1 C -0.263 -2.138 -1.068  N4 1.175
2 C -0.337 0.870 0.162  C3 1.525, N5 1.250, P6 1.875
3 C 0.726 0.471 1.179  C2 1.525, H8 1.061, H9 1.098, H10 1.131
4 N -0.871 -2.882 -0.391  C1 1.175, H11 1.053
5 N -1.549 0.925 0.468  C2 1.250, H12 0.968
6 P 0.358 1.218 -1.545  C2 1.875, H7 1.352, H13 1.424
7 H 1.448 0.422 -1.469  P6 1.352
8 H 0.328 -0.248 1.849  C3 1.061
9 H 1.559 0.038 0.610  C3 1.098
10 H 1.256 1.421 1.490  C3 1.131
11 H -1.630 -3.462 0.050  N4 1.053
12 H -2.054 1.024 -0.352  N5 0.968
13 H 1.028 2.341 -0.983  P6 1.424

Most stable to least stable: model i, model iii, model ii